Record 1
DFT (wB97M-V/def2-TZVPD) results for an isolated molecule of C4H7NO.

Output
SMILES = C/N=C/[C@H]1CO1
ΔE to the lowest compared entry with this formula, charge and spin = 256.7 kJ/mol
2S+1 = 1
highest occupied orbital energy = -9.84 eV
frontier orbital gap = 0.4028 hartree
total charge = 0
E = -286.53389 Eh
lowest unoccupied orbital energy = 1.115 eV

Last column: Mulliken charge in e.
Element x y z (Å)
H  -2.589808  1.144639  -0.087914  0.276
H  1.705193  -0.883987  -1.467932  0.351
H  -2.619519  0.274265  1.445996  0.271
H  1.631840  1.114777  0.929536  0.256
H  -0.745050  -0.847810  -1.336453  0.322
H  -2.680792  -0.633236  -0.086019  0.302
H  3.139361  0.630450  -0.038351  0.249
C  -2.242733  0.238467  0.420786  -0.763
N  -0.792087  0.222030  0.441200  -0.355
C  2.128547  0.387281  0.290098  -0.398
C  -0.201708  -0.370997  -0.505431  -0.245
O  1.911761  -0.966173  0.638009  -0.405
C  1.289953  -0.477023  -0.545130  0.139

Cartesian forces (eV/Å) of the 3 atoms listed first:
H 0.052 -0.063 0.101
H -0.062 0.071 0.148
H 0.052 -0.028 -0.139

=====

Record 2
DFT (wB97M-V/def2-TZVPD) results for an isolated molecule of C2H2N2O3 in a non-equilibrium geometry.

Output
SMILES = O=c1ncon1O
ΔE to the lowest compared entry with this formula, charge and spin = 382.7 kJ/mol
2S+1 = 1
highest occupied orbital energy = -10.24 eV
frontier orbital gap = 0.3858 hartree
total charge = 0
E = -412.50523 Eh
lowest unoccupied orbital energy = 0.252 eV

Last column: Mulliken charge in e.
Element x y z (Å)
C  0.371021  1.015670  -0.010941  0.453
O  -0.736298  -1.046463  -0.130236  -0.286
O  1.670690  -0.874647  -0.165479  -0.359
N  0.581088  -0.308828  0.268143  0.225
O  1.456484  1.606555  -0.145205  -0.554
H  -2.578662  -0.031453  -0.228550  0.414
H  1.794004  -1.688874  0.442942  0.410
C  -1.512710  0.065181  -0.118620  0.112
N  -1.045613  1.262856  0.087942  -0.414

Cartesian forces (eV/Å) of the 3 atoms listed first:
C 3.131 1.364 0.407
O 0.765 2.718 -0.071
O 0.913 -3.059 0.258

=====

Record 3
DFT (wB97M-V/def2-TZVPD) results for a 2-piece molecular cluster, C2H8OS overall in a non-equilibrium geometry.

Output
expectation value of S² = 0.75
ΔE to the lowest compared entry with this formula, charge and spin = 0.0 kJ/mol
2S+1 = 2
highest occupied orbital energy (spin up / spin down) = 1.09 / -5.86 eV
frontier orbital gap (spin up / spin down) = 0.0854 / 0.3477 hartree
total charge = -1
E = -554.36680 Eh
lowest unoccupied orbital energy (spin up / spin down) = 3.417 / 3.605 eV

Last column: Mulliken charge in e.
Element x y z (Å)
H  1.545815  1.071298  0.360630  0.398
H  -0.292241  -4.338343  0.941191  0.610
H  -2.217918  0.822558  -1.069410  0.275
H  -0.050271  2.869214  0.402759  0.343
H  0.171041  0.055120  0.312696  0.198
H  -0.151538  2.648160  -1.218423  0.316
C  0.636511  0.880028  -0.218166  -1.222
H  0.940102  0.598247  -1.224680  0.492
S  -2.055336  1.696174  -0.053021  -0.437
H  1.133730  -3.764478  1.083716  0.579
O  0.653453  -4.609265  0.983887  -1.642
C  -0.313348  2.071288  -0.301182  -0.910

Cartesian forces (eV/Å) of the 3 atoms listed first:
H 0.021 0.357 -0.124
H 0.674 -0.002 -0.010
H 0.140 0.046 0.096

=====

Record 4
DFT (wB97M-V/def2-TZVPD) results for C11H23BiF5NO3P2Te as an isolated structure in a non-equilibrium geometry.

Output
ΔE to the lowest compared entry with this formula, charge and spin = 4.0 kJ/mol
2S+1 = 1
highest occupied orbital energy (spin up / spin down) = -14.45 / -15.39 eV
frontier orbital gap (spin up / spin down) = 0.0996 / 0.1721 hartree
total charge = +2
E = -2377.41211 Eh
lowest unoccupied orbital energy (spin up / spin down) = -11.740 / -10.703 eV

Last column: Mulliken charge in e.
Element x y z (Å)
N  0.250297  0.958911  -1.683007  0.201
C  3.746787  -1.404678  -1.663947  -1.158
H  -1.938108  1.712203  0.837514  0.284
H  5.210164  0.218489  0.497404  0.416
H  -4.716072  -1.029817  -1.850655  0.419
H  2.987587  -1.666176  -2.414539  0.386
H  -2.987091  0.550980  1.732851  0.269
C  4.260635  -0.120235  0.934364  -1.061
Te  0.723013  1.205349  3.393959  1.964
H  -5.091837  0.645448  -1.304837  0.421
F  2.531598  2.041453  3.100501  -0.394
P  -2.774731  -0.174092  -0.613574  0.011
O  0.528767  1.386468  1.417260  -0.523
C  -4.608445  -0.308342  -1.019519  -1.134
F  -0.976734  0.272040  3.184554  -0.389
F  1.477951  -0.783737  2.564409  -0.657
C  -0.809980  1.212322  -2.485380  0.365
C  -2.255095  0.793336  -2.168601  -1.015
H  3.914739  0.619636  1.671198  0.224
H  4.447635  -1.059805  1.476273  0.401
H  0.764041  2.818209  -5.049516  0.443
H  -3.745460  1.771681  0.609462  0.424
H  4.157980  -2.348606  -1.268445  0.410
H  4.562424  -0.877166  -2.188016  0.403
H  -5.118727  -0.726572  -0.132085  0.414
H  -2.634006  -2.687279  -0.249312  0.288
H  -2.308216  -5.054450  -4.736419  0.332
C  1.672139  2.079626  -3.226161  -0.807
H  3.589916  1.392060  -1.748658  0.576
C  -2.866677  1.107194  0.778677  -0.942
C  2.685530  1.212632  -1.150695  -1.321
Bi  0.414157  -0.517159  0.564048  1.668
C  -0.642856  1.870220  -3.711341  -0.749
H  -2.561508  0.111151  -2.975300  0.489
H  2.659585  1.978949  -0.365615  0.354
H  -1.495240  1.943280  -4.376488  0.469
H  -2.342823  -3.612638  -5.278190  0.317
C  1.475785  1.383602  -2.042785  0.901
H  2.669272  2.413631  -3.465262  0.460
C  0.627567  2.274828  -4.111826  -0.598
H  -2.947267  1.660699  -2.196738  0.470
O  -1.776680  -3.119814  -0.005287  -0.599
F  0.529260  0.589043  5.385974  -0.321
F  -0.324559  2.796837  3.534213  -0.347
P  2.948091  -0.406949  -0.333917  0.551
O  -1.743511  -4.364271  -5.087843  -0.648
H  -1.414997  -3.413491  -0.882607  0.335

Cartesian forces (eV/Å) of the 3 atoms listed first:
N -0.150 -0.649 0.921
C -0.505 -0.720 -0.039
H -0.560 -0.283 -0.024